Record 1
DFT (ωB97M-V/def2-TZVPD) results for a molecular structure, C39H47BN9O3SSr in a non-equilibrium geometry.

The value obtained for the HOMO-LUMO gap (spin up / spin down) is 7.9 / 6.8 eV. Its LUMO energy (spin up / spin down) is 0.36 / -0.70 eV. Its total energy is -2686.83217 a.u.

```
! wB97M-V def2-TZVPD RIJCOSX def2/J DEFGRID3
* xyz 0 2
Sr -0.09 -0.02 -0.16
S 1.93 0.77 -3.02
O 0.59 2.01 0.92
O 0.69 0.06 -2.50
O -1.57 1.57 0.96
N 0.40 -3.15 0.00
N 2.59 -2.58 4.37
N 2.41 -1.06 1.80
N 0.12 -2.05 2.64
N 2.38 -0.54 0.54
N -0.75 -1.29 1.94
N 0.37 0.94 4.09
N 2.23 -3.17 3.21
N 1.49 -3.15 0.81
C 3.36 -2.58 -6.35
C -3.28 -1.27 -0.82
C 3.31 -0.41 2.54
C 2.29 -3.44 -6.18
C -2.69 0.24 -2.52
C 3.09 1.29 -6.67
C 1.52 -3.37 -5.02
C -2.21 0.68 -3.85
C -3.64 2.40 -1.48
C 1.53 1.15 -4.72
C 2.48 -3.86 0.26
C 4.45 3.43 -5.55
C -0.51 -2.61 3.69
C -1.91 -1.38 2.56
C 3.27 0.44 0.53
C 0.52 2.34 3.75
C 3.38 2.86 -4.87
C 2.77 -4.81 4.59
C 3.65 -1.63 -5.38
C 4.84 2.94 -6.78
C 4.15 1.87 -7.35
C 1.81 -2.43 -4.05
C 3.18 -0.50 -3.20
C -0.63 2.76 2.83
C -3.45 -2.56 -0.10
C 2.93 -3.55 5.19
C -1.82 -2.20 3.69
C 2.03 -4.40 -0.92
C 3.90 0.57 1.77
C -4.52 0.42 0.70
C -2.65 -1.14 -2.07
C -0.54 2.07 1.48
C -2.04 -2.24 -2.86
C -3.34 0.95 -1.55
C 2.33 -4.51 3.32
C -3.74 0.00 -0.48
C 0.72 -3.92 -1.03
C 2.88 -1.55 -4.23
C 2.70 1.78 -5.43
B 1.55 -2.34 2.12
H 3.40 1.04 -0.36
H 2.05 -4.18 -6.93
H 0.69 -4.04 -4.87
H -1.18 0.35 -4.04
H 3.26 -0.90 -2.19
H -2.61 -2.45 -3.77
H -2.83 0.28 -4.66
H 4.11 0.03 -3.43
H 1.23 -2.38 -3.14
H 0.00 -4.09 -1.80
H 3.44 -3.94 0.75
H -3.80 -3.35 -0.78
H -5.41 0.98 0.40
H -4.19 -2.49 0.69
H -3.30 2.92 -2.37
H -4.72 2.57 -1.39
H 2.04 -5.16 2.51
H 1.46 2.45 3.20
H 2.96 -5.78 5.01
H -4.86 -0.44 1.29
H 3.08 3.26 -3.92
H -3.93 1.07 1.34
H -2.59 -2.45 4.40
H -1.99 -3.17 -2.28
H -1.60 2.52 3.28
H -0.35 0.79 4.79
H 0.04 -3.24 4.37
H 0.57 3.02 4.61
H 3.48 -0.70 3.56
H 2.56 0.45 -7.10
H -1.03 -1.98 -3.19
H 5.67 3.39 -7.31
H -3.17 2.85 -0.61
H 0.67 1.83 -4.66
H 4.45 1.49 -8.32
H -0.61 3.84 2.66
H 1.19 0.23 -5.19
H 4.98 4.26 -5.10
H 1.23 0.51 4.42
H 4.66 1.27 2.06
H 3.97 -2.65 -7.24
H 2.58 -5.04 -1.60
H -2.75 -0.83 2.17
H -2.53 -2.92 0.35
H -2.23 1.77 -3.94
H 4.48 -0.96 -5.52
H 3.26 -3.31 6.19
*
```



Record 2
DFT (ωB97M-V/def2-TZVPD) results for a molecular structure, C39H48N6OP2SSn.

The value obtained for the HOMO-LUMO gap is 5.3 eV. Its LUMO energy is -12.54 eV. Its total energy is -3212.59473 a.u.

```
! wB97M-V def2-TZVPD RIJCOSX def2/J DEFGRID3
* xyz 4 1
Sn 1.17 1.04 -1.12
S -0.56 5.45 -0.46
P -3.24 -3.41 2.72
P -1.92 -1.61 0.39
O 1.71 0.38 -3.28
N 3.82 2.54 -2.86
N 3.26 1.42 -0.92
N 5.52 1.73 -1.51
N 0.59 3.23 -0.67
N -2.60 4.20 -1.74
N -0.63 3.03 -1.28
C -1.87 -5.23 1.27
C 4.98 0.11 0.25
C 6.03 1.03 -0.33
C 2.03 4.85 0.52
C -1.27 2.17 2.96
C 4.73 3.16 -3.84
C 2.78 -1.22 -4.65
C -1.35 4.12 -1.25
C -2.19 2.22 1.93
C -4.76 -0.34 -2.34
C 6.05 2.42 -3.81
C -0.78 -0.12 2.40
C 0.80 4.42 -0.20
C -1.20 -6.42 1.14
C -2.10 -1.11 -2.27
C -4.61 -1.93 4.51
C -5.81 -4.20 5.66
C -0.56 0.99 3.20
C -4.01 -0.34 -3.51
C -1.35 -6.80 3.56
C -4.18 -0.71 -1.14
C 4.22 1.89 -1.75
C -2.42 1.11 1.13
C -0.94 -7.20 2.28
C -4.90 -4.38 4.64
C -2.03 -5.62 3.71
C -3.43 -2.30 1.37
C -4.30 -3.24 4.05
C 3.69 0.90 0.38
C 1.89 4.68 2.04
C -5.48 -1.78 5.56
C 2.11 0.09 -4.41
C 6.53 2.37 -2.38
C 1.92 1.01 -5.56
C -1.72 -0.07 1.37
C -2.67 -0.72 -3.47
C -2.33 -4.83 2.56
C -6.08 -2.91 6.13
C -2.84 -1.11 -1.09
H -1.07 -1.45 -2.26
H -4.46 -0.06 -4.45
H 2.78 5.05 2.54
H -2.07 -4.62 0.41
H 3.42 -1.19 -5.53
H -6.32 -5.05 6.09
H 2.26 5.88 0.28
H 5.32 -0.25 1.22
H 2.86 4.24 0.15
H 7.44 1.78 -2.29
H 2.90 0.24 0.77
H -0.40 -8.13 2.16
H -4.07 -2.89 0.69
H 1.74 3.64 2.31
H 6.91 0.48 -0.63
H 0.16 0.95 4.01
H -4.69 -5.37 4.27
H -4.06 -1.49 1.76
H -2.09 -0.75 -4.39
H -4.14 -1.06 4.07
H 1.28 1.86 -5.31
H 2.85 2.79 -2.93
H 6.75 3.37 -2.00
H 2.90 1.37 -5.88
H -5.80 -0.05 -2.37
H 2.00 -1.97 -4.84
H 5.93 1.41 -4.20
H -1.11 -7.41 4.41
H 3.33 -1.53 -3.77
H -6.77 -2.79 6.95
H 4.82 -0.75 -0.40
H -0.20 -1.02 2.57
H -4.80 -0.69 -0.25
H 1.51 0.47 -6.42
H 3.80 1.71 1.11
H 1.04 5.26 2.42
H -3.05 5.09 -1.86
H -1.11 3.03 3.59
H -2.92 3.44 -2.32
H -3.13 1.17 0.32
H -2.33 -5.29 4.70
H 4.88 4.22 -3.59
H 6.78 2.93 -4.43
H 4.26 3.12 -4.82
H -2.75 3.13 1.74
H -5.72 -0.80 5.94
H -0.88 -6.76 0.17
H 6.34 1.78 0.41
*
```



Record 3
DFT (ωB97M-V/def2-TZVPD) results for a molecular structure, C39H48N8OP2STi in a non-equilibrium geometry.

The value obtained for the HOMO-LUMO gap (spin up / spin down) is 5.4 / 5.7 eV. Its LUMO energy (spin up / spin down) is -8.24 / -7.96 eV. Its total energy is -3957.92826 a.u.

```
! wB97M-V def2-TZVPD RIJCOSX def2/J DEFGRID3
* xyz 3 2
Ti -0.06 -0.50 0.26
S -3.62 4.81 -5.01
P -0.60 0.05 -2.23
P -0.83 1.96 -0.17
O 0.80 -0.29 1.92
N -4.58 -4.04 -0.24
N -0.74 1.69 -1.84
N -1.75 -1.46 0.67
N -5.12 -4.43 1.95
N 1.76 -1.59 3.48
N -3.43 -3.00 1.52
N 3.18 -0.87 -0.08
N 1.16 -1.99 -0.51
C 0.36 3.28 0.14
C -3.57 6.30 -3.99
C -1.68 -0.04 -4.80
C 1.66 2.94 0.49
C 1.26 -1.23 -3.88
C -2.57 -2.24 1.01
C 0.99 -0.10 -3.09
C 2.53 -1.43 -4.40
C -2.75 -0.17 -5.68
C 1.01 5.60 0.05
C 2.01 0.80 -2.82
C -2.10 3.22 -3.32
C 2.70 -1.83 4.61
C -2.63 3.45 1.31
C 1.01 -2.78 3.06
C -2.45 2.61 0.21
C 3.55 -0.52 -4.13
C -3.55 2.22 -0.55
C -4.00 -0.56 -5.21
C -4.99 3.56 0.84
C 2.59 -4.28 -1.19
C 0.04 4.62 -0.08
C -1.88 -0.28 -3.45
C 2.31 5.25 0.41
C 1.19 -4.25 -1.32
C 2.19 0.82 3.48
C 0.54 -3.12 -0.97
C -4.37 -3.82 1.06
C -0.72 2.73 -2.90
C 3.29 0.60 -3.35
C 2.64 3.92 0.63
C -4.82 2.71 -0.25
C 1.58 -0.43 2.95
C -4.20 -0.82 -3.86
C 2.52 -2.00 -0.46
C -3.90 3.93 1.62
C -3.13 -0.69 -2.98
C 3.24 -3.16 -0.77
C -2.02 4.10 -4.56
H -5.66 2.43 -0.86
H 1.81 1.69 -2.23
H -3.66 6.08 -2.93
H -0.53 -3.04 -1.07
H -2.66 6.87 -4.19
H 3.57 -1.19 4.55
H 0.18 -2.51 2.43
H 1.91 1.91 0.69
H 0.64 -5.11 -1.69
H -5.31 -4.65 -0.57
H 1.37 1.49 3.73
H -4.03 4.59 2.47
H 3.04 -2.86 4.53
H -2.60 0.03 -6.74
H 0.64 -3.28 3.95
H -4.97 -4.24 2.93
H 3.15 -5.17 -1.46
H 3.65 3.65 0.91
H -3.28 -0.88 -1.92
H 3.06 6.02 0.52
H -5.17 -1.12 -3.50
H -4.05 -3.54 -0.93
H 4.54 -0.67 -4.55
H 2.83 0.01 -0.43
H 4.19 -0.92 -0.18
H 4.07 1.33 -3.17
H 2.73 -2.29 -5.03
H -0.97 4.90 -0.36
H 0.76 6.64 -0.12
H -0.71 0.26 -5.18
H -4.43 6.91 -4.29
H -2.75 2.37 -3.53
H 4.33 -3.13 -0.72
H -1.70 3.51 -5.43
H -1.30 4.91 -4.43
H -4.83 -0.65 -5.91
H 2.77 1.30 2.70
H -5.87 -5.05 1.70
H 1.67 -3.46 2.53
H -5.97 3.95 1.07
H -0.21 2.31 -3.76
H 2.80 0.68 4.36
H -1.79 3.75 1.92
H -0.10 3.57 -2.56
H -2.57 3.79 -2.50
H 2.20 -1.70 5.56
H 0.47 -1.93 -4.12
H -3.43 1.55 -1.40
*
```